Density functional theory data (wB97M-V/def2-TZVPD) for a molecular structure, C25H23HgN8O2S2 at a distorted geometry.

```
61
Properties=species:S:1:pos:R:3:nbo_charge:R:1
Hg -3.777 0.745 -1.781 0.782
C -1.633 -0.902 -3.496 -0.270
N -1.714 0.228 -2.540 -0.703
C -1.052 1.479 -3.012 -0.285
C -1.080 2.534 -1.992 0.406
N -2.270 2.905 -1.512 -0.565
C -1.973 3.905 -0.580 0.061
C -2.869 4.676 0.183 -0.200
C -2.297 5.515 1.103 -0.212
C -0.871 5.578 1.239 -0.211
C -0.032 4.822 0.498 -0.245
C -0.612 4.025 -0.457 0.160
N -0.032 3.082 -1.383 -0.545
C -1.573 -2.141 -2.721 0.345
N -2.566 -2.965 -2.496 -0.454
C -2.088 -3.818 -1.568 0.064
C -2.757 -4.826 -0.816 -0.186
C -2.003 -5.586 0.058 -0.236
C -0.617 -5.417 0.107 -0.213
C 0.068 -4.409 -0.539 -0.245
C -0.702 -3.608 -1.361 0.173
N -0.382 -2.509 -2.154 -0.552
H -0.711 -0.730 -4.043 0.210
H -2.520 -0.924 -4.200 0.234
H -1.293 -0.001 -1.650 0.459
H -1.541 1.767 -3.915 0.224
H -0.001 1.217 -3.129 0.235
H -3.952 4.760 -0.031 0.227
H -2.934 6.271 1.615 0.219
H -0.410 6.227 1.936 0.212
H 1.049 5.065 0.530 0.225
H 0.897 2.588 -1.332 0.485
H -3.786 -4.945 -0.959 0.213
H -2.450 -6.462 0.513 0.214
H -0.012 -6.113 0.667 0.209
H 1.129 -4.260 -0.561 0.232
H 0.501 -2.041 -2.230 0.451
N 4.921 0.797 4.401 -0.835
C 4.278 0.653 3.193 0.261
C 3.554 1.677 2.606 -0.291
C 2.879 1.441 1.455 -0.154
C 2.921 0.203 0.812 -0.380
C 3.670 -0.818 1.371 -0.161
C 4.323 -0.560 2.567 -0.292
S 1.930 -0.141 -0.639 2.325
O 2.112 1.036 -1.506 -1.018
O 2.288 -1.438 -1.178 -0.982
N 0.420 -0.024 -0.195 -1.021
C -0.323 -0.761 0.666 0.308
S 0.399 -1.914 1.857 0.242
C -1.281 -2.361 2.314 -0.417
C -2.114 -1.621 1.598 -0.055
N -1.583 -0.709 0.669 -0.573
H 4.974 1.758 4.773 0.388
H 5.692 0.089 4.740 0.404
H 3.458 2.703 2.969 0.215
H 2.336 2.230 0.982 0.218
H 3.760 -1.779 0.868 0.242
H 4.938 -1.426 2.931 0.208
H -1.469 -3.077 3.112 0.241
H -3.217 -1.691 1.642 0.206
```

Calculated values
E in Eh: -2504.77927
Spin multiplicity: 2
E_HOMO (spin up / spin down) in eV: -7.58 / -7.57
Charge: 0
LUMO level (spin up / spin down) in eV: 0.247 / -2.350

---

Density functional theory data (wB97M-V/def2-TZVPD) for a molecular structure, C25H23N5PtS3.

```
57
Properties=species:S:1:pos:R:3:nbo_charge:R:1
Pt -0.051 1.212 0.243 0.863
N -0.973 3.144 -0.843 -0.877
C -1.737 3.918 0.054 0.242
C -1.413 5.260 0.225 -0.267
C -2.103 6.045 1.134 -0.207
C -3.127 5.483 1.881 -0.247
C -3.426 4.139 1.722 -0.181
C -2.745 3.322 0.822 -0.109
C -3.059 1.861 0.795 -0.033
C -4.408 1.502 0.884 -0.241
C -4.796 0.189 1.081 -0.252
C -3.810 -0.779 1.226 -0.218
C -2.478 -0.428 1.091 -0.260
C -2.051 0.878 0.819 -0.291
H -0.194 3.608 -1.302 0.431
H -1.514 2.623 -1.522 0.401
H -0.611 5.681 -0.369 0.214
H -1.835 7.087 1.257 0.205
H -3.672 6.078 2.603 0.203
H -4.188 3.688 2.346 0.209
H -5.164 2.275 0.803 0.201
H -5.846 -0.069 1.139 0.198
H -4.077 -1.810 1.433 0.195
H -1.723 -1.198 1.209 0.200
N 0.823 -2.294 0.301 -0.798
C -0.061 -2.108 -0.683 0.279
S -0.281 -0.642 -1.435 -0.050
N -0.827 -3.179 -1.076 -0.627
C -0.538 -4.551 -1.035 0.244
C 0.737 -5.064 -0.810 -0.292
C 0.930 -6.439 -0.806 -0.185
C -0.121 -7.313 -1.032 -0.249
C -1.387 -6.795 -1.275 -0.191
C -1.597 -5.429 -1.272 -0.271
H 1.195 -1.426 0.712 0.448
H 0.690 -3.072 0.929 0.392
H -1.594 -2.901 -1.668 0.416
H 1.580 -4.405 -0.671 0.239
H 1.928 -6.819 -0.632 0.212
H 0.043 -8.382 -1.027 0.209
H -2.222 -7.458 -1.460 0.210
H -2.589 -5.032 -1.447 0.212
S 1.432 -0.281 2.999 -0.124
C 1.030 0.299 1.571 -0.648
C 5.912 -0.310 -0.500 -0.643
C 5.245 1.025 -0.679 0.258
C 5.893 2.215 -0.365 -0.376
C 5.144 3.366 -0.539 0.081
N 3.895 3.371 -0.969 -0.495
C 3.346 2.175 -1.259 0.275
S 1.707 2.117 -1.820 -0.438
N 4.000 1.003 -1.126 -0.498
H 6.999 -0.220 -0.487 0.198
H 5.607 -0.984 -1.298 0.227
H 5.594 -0.755 0.445 0.228
H 6.912 2.240 -0.007 0.204
H 5.574 4.340 -0.312 0.172
```

Calculated values
E in Eh: -2554.10465
Spin multiplicity: 4
Energy relative to the best compared isomer or geometry (same formula, charge and spin) in kJ/mol: 0.0
E_HOMO (spin up / spin down) in eV: -2.38 / -4.32
Charge: -1
LUMO level (spin up / spin down) in eV: 2.394 / 1.915

---

Density functional theory data (wB97M-V/def2-TZVPD) for a molecular structure, C25H23N6PdSbSe4.

```
60
Properties=species:S:1:pos:R:3:nbo_charge:R:1
Pd -0.058 -0.055 -0.570 0.517
N 6.841 1.294 0.853 -0.555
C 8.195 1.355 0.628 0.170
C 9.216 2.067 1.251 -0.253
C 10.493 1.878 0.758 -0.228
C 10.744 1.009 -0.318 -0.247
C 9.722 0.312 -0.934 -0.197
C 8.424 0.494 -0.456 0.062
N 7.230 -0.055 -0.887 -0.467
C 6.323 0.449 -0.090 0.383
C 4.878 0.179 -0.174 -0.063
C 4.058 0.268 0.941 -0.236
C 2.691 0.090 0.795 0.045
N 2.128 -0.167 -0.387 -0.461
C 2.922 -0.293 -1.453 0.040
C 4.293 -0.133 -1.395 -0.190
H 6.326 1.913 1.470 0.450
H 9.010 2.738 2.075 0.227
H 11.320 2.411 1.211 0.203
H 11.761 0.889 -0.669 0.201
H 9.909 -0.355 -1.766 0.213
H 4.461 0.482 1.923 0.225
H 1.999 0.155 1.632 0.279
H 2.422 -0.514 -2.386 0.208
H 4.904 -0.225 -2.283 0.225
C -0.072 2.012 -0.723 -0.656
C 1.105 2.586 -0.059 0.045
C 2.272 2.921 -0.769 -0.254
C 3.419 3.329 -0.120 -0.184
C 3.423 3.434 1.276 -0.228
C 2.249 3.176 1.995 -0.170
C 1.110 2.770 1.338 -0.220
C 4.665 3.647 1.944 0.337
N 5.679 3.720 2.496 -0.455
H -0.100 2.234 -1.790 0.190
H -0.988 2.351 -0.250 0.260
H 2.276 2.812 -1.848 0.205
H 4.327 3.535 -0.675 0.207
H 2.248 3.258 3.076 0.223
H 0.207 2.547 1.898 0.289
Se -4.155 -1.280 2.734 -0.854
Sb -2.369 0.208 2.007 1.096
Se -2.561 2.595 2.503 -0.884
Se -0.124 -0.548 2.785 -0.983
Se -2.453 0.082 -0.573 -0.600
C 1.245 -4.929 1.531 -0.642
C 0.524 -4.140 0.493 0.170
C -0.418 -4.492 -0.450 -0.358
C -0.815 -3.284 -1.059 0.184
N -0.129 -2.273 -0.540 -0.293
N 0.685 -2.818 0.375 -0.334
C -1.863 -3.104 -2.102 -0.654
H 0.885 -5.956 1.532 0.215
H 1.065 -4.501 2.519 0.242
H 2.323 -4.944 1.352 0.211
H -0.820 -5.475 -0.637 0.210
H 1.112 -2.187 1.043 0.446
H -2.290 -4.073 -2.364 0.196
H -1.458 -2.642 -3.004 0.213
H -2.640 -2.443 -1.722 0.278
```

Calculated values
E in Eh: -11269.06467
Spin multiplicity: 1
Energy relative to the best compared isomer or geometry (same formula, charge and spin) in kJ/mol: 50.3
E_HOMO in eV: -1.17
Charge: -2
LUMO level in eV: 3.622

---

Density functional theory data (wB97M-V/def2-TZVPD) for a molecular structure, C25H24ClN2ORuTe.

```
55
Properties=species:S:1:pos:R:3:nbo_charge:R:1
Ru 0.769 0.748 0.417 0.223
C 3.770 3.457 -1.167 -0.231
C 3.078 4.645 -1.337 -0.131
C 1.722 4.673 -1.075 -0.205
C 1.082 3.524 -0.628 0.188
N 1.776 2.393 -0.404 -0.396
C 3.080 2.358 -0.698 0.082
C -0.375 3.443 -0.410 0.166
C -1.228 4.500 -0.695 -0.205
C -2.589 4.352 -0.498 -0.136
C -3.062 3.145 -0.015 -0.229
C -2.152 2.136 0.243 0.082
N -0.840 2.266 0.051 -0.452
H 4.823 3.377 -1.390 0.243
H 3.585 5.536 -1.682 0.239
H 1.166 5.586 -1.222 0.231
H 3.572 1.405 -0.561 0.215
H -0.841 5.433 -1.076 0.228
H -3.265 5.167 -0.718 0.237
H -4.115 2.974 0.155 0.241
H -2.493 1.180 0.611 0.217
Te -0.632 -1.264 1.449 0.830
C 0.195 -3.057 0.700 -0.295
C 0.737 -3.949 1.618 -0.182
C 1.293 -5.140 1.169 -0.214
C 1.288 -5.441 -0.185 -0.196
C 0.732 -4.550 -1.094 -0.203
C 0.190 -3.351 -0.657 -0.232
C -2.543 -1.394 0.560 -0.280
C -3.617 -1.688 1.391 -0.233
C -4.897 -1.761 0.859 -0.201
C -5.097 -1.546 -0.496 -0.207
C -4.019 -1.255 -1.323 -0.139
C -2.737 -1.170 -0.799 -0.267
H 0.727 -3.726 2.678 0.215
H 1.719 -5.836 1.880 0.226
H 1.711 -6.374 -0.533 0.228
H 0.724 -4.786 -2.150 0.228
H -0.213 -2.646 -1.372 0.242
H -3.461 -1.868 2.448 0.227
H -5.734 -1.992 1.504 0.229
H -6.095 -1.605 -0.911 0.227
H -4.176 -1.087 -2.380 0.217
H -1.906 -0.906 -1.439 0.248
C 3.214 -1.796 -0.262 -0.272
O 3.149 -1.060 0.983 -0.473
C 2.255 -0.139 1.123 0.475
C 2.342 0.581 2.446 -0.735
H 3.070 -2.847 -0.023 0.212
H 4.210 -1.638 -0.669 0.201
H 2.451 -1.434 -0.947 0.232
H 3.243 1.196 2.478 0.261
H 2.348 -0.115 3.285 0.263
H 1.470 1.257 2.577 0.222
Cl 0.601 0.090 -1.808 -0.460
```

Calculated values
E in Eh: -1974.71912
Spin multiplicity: 1
Energy relative to the best compared isomer or geometry (same formula, charge and spin) in kJ/mol: 32.1
E_HOMO in eV: -10.95
Charge: +1
LUMO level in eV: -3.252

---

Density functional theory data (wB97M-V/def2-TZVPD) for a molecular structure, C25H24ClN3PdSb.

```
55
Properties=species:S:1:pos:R:3:nbo_charge:R:1
Pd -0.212 0.555 -0.100 0.797
C 1.157 -2.002 -2.301 -0.647
C 0.270 -2.603 -1.264 0.253
C 0.097 -3.986 -1.247 -0.236
C -0.733 -4.564 -0.316 -0.133
C -1.389 -3.725 0.570 -0.276
C -1.189 -2.351 0.502 -0.095
N -0.358 -1.792 -0.395 -0.528
Sb -2.452 -1.385 1.952 1.074
C -1.078 -0.053 2.961 -0.080
C -1.160 -0.181 4.339 -0.281
C -0.384 0.633 5.149 -0.134
C 0.434 1.559 4.543 -0.233
C 0.482 1.635 3.151 0.231
C 1.367 2.660 2.515 -0.641
N -0.252 0.830 2.371 -0.520
C -3.330 -0.016 0.569 -0.089
C -4.704 0.081 0.433 -0.259
C -5.219 1.015 -0.456 -0.133
C -4.345 1.825 -1.158 -0.234
C -2.974 1.674 -0.970 0.244
C -1.968 2.509 -1.699 -0.660
N -2.494 0.755 -0.129 -0.554
H 1.502 -2.762 -2.998 0.227
H 0.614 -1.235 -2.857 0.233
H 2.027 -1.546 -1.838 0.243
H 0.626 -4.583 -1.977 0.231
H -0.880 -5.634 -0.281 0.234
H -2.064 -4.134 1.310 0.230
H -1.836 -0.906 4.774 0.232
H -0.433 0.553 6.227 0.234
H 1.041 2.234 5.129 0.230
H 1.629 3.435 3.232 0.235
H 2.297 2.203 2.178 0.227
H 0.873 3.125 1.661 0.228
H -5.358 -0.557 1.012 0.234
H -6.287 1.115 -0.591 0.235
H -4.709 2.574 -1.848 0.233
H -2.443 3.319 -2.248 0.242
H -1.258 2.950 -0.991 0.225
H -1.408 1.896 -2.411 0.242
Cl 1.292 1.469 -3.576 0.004
C 2.622 0.696 -2.763 0.000
C 3.628 0.147 -3.537 -0.233
C 4.687 -0.497 -2.919 -0.177
C 4.746 -0.570 -1.535 -0.230
C 3.741 -0.002 -0.774 -0.124
C 2.642 0.628 -1.364 -0.146
C 1.596 1.223 -0.527 -0.461
H 3.576 0.222 -4.615 0.240
H 5.473 -0.930 -3.523 0.231
H 5.581 -1.060 -1.054 0.229
H 3.788 -0.049 0.307 0.210
H 1.084 2.068 -1.029 0.195
H 2.042 1.533 0.407 0.201
```

Calculated values
E in Eh: -1959.40229
Spin multiplicity: 1
E_HOMO (spin up / spin down) in eV: -11.20 / -11.20
Charge: +1
LUMO level (spin up / spin down) in eV: -3.704 / -3.700

---

Density functional theory data (wB97M-V/def2-TZVPD) for a molecular structure, C25H24F3InN6O3S2.

```
64
Properties=species:S:1:pos:R:3:nbo_charge:R:1
In -0.235 -2.039 -0.245 1.251
O -2.115 -2.189 1.460 -0.471
N -3.054 -1.376 1.391 0.152
N -2.793 -0.348 0.647 0.092
O -1.645 -0.159 0.036 -0.644
C -3.796 0.647 0.511 0.218
C -5.041 0.538 1.132 -0.253
C -5.970 1.552 0.972 -0.217
C -5.681 2.672 0.198 -0.262
C -4.443 2.763 -0.420 -0.198
C -3.498 1.756 -0.270 -0.263
H -5.260 -0.338 1.724 0.238
H -6.937 1.463 1.455 0.198
H -6.417 3.459 0.077 0.195
H -4.207 3.624 -1.034 0.199
H -2.530 1.792 -0.750 0.260
C 4.566 0.295 1.405 -0.711
C 3.102 0.258 1.009 0.681
O 2.570 -0.744 0.610 -0.554
N 2.430 1.451 1.159 -0.634
C 0.999 1.557 0.918 -0.280
C 0.140 1.195 2.107 0.232
C -0.729 2.106 2.698 -0.273
C -1.536 1.677 3.742 -0.179
C -1.438 0.364 4.169 -0.280
C -0.524 -0.468 3.532 0.068
N 0.244 -0.064 2.529 -0.407
H 5.072 -0.521 0.896 0.247
H 4.652 0.130 2.482 0.226
H 5.038 1.247 1.152 0.196
H 2.871 2.159 1.721 0.373
H 0.762 0.873 0.102 0.296
H 0.770 2.572 0.584 0.182
H -0.794 3.120 2.321 0.202
H -2.239 2.359 4.207 0.200
H -2.062 -0.017 4.967 0.208
H -0.414 -1.509 3.818 0.214
S 1.772 -3.837 -1.064 -0.196
C 1.957 -4.021 0.612 -0.192
S 0.759 -3.317 1.664 -0.205
C 3.031 -4.723 1.189 -0.526
C 3.201 -4.847 2.602 0.343
N 3.379 -4.971 3.738 -0.452
C 4.042 -5.344 0.400 0.350
N 4.888 -5.863 -0.193 -0.448
C 1.856 0.290 -4.804 -0.587
C 1.622 1.055 -3.494 -0.156
C 2.961 1.589 -2.967 -0.588
C 0.668 2.228 -3.753 -0.585
C 1.032 0.146 -2.498 -0.084
C 0.563 -0.597 -1.660 -0.467
H 2.287 0.951 -5.566 0.178
H 0.914 -0.115 -5.176 0.215
H 2.536 -0.546 -4.635 0.220
H 3.430 2.250 -3.704 0.180
H 3.637 0.759 -2.755 0.221
H 2.810 2.145 -2.040 0.209
H 1.072 2.895 -4.523 0.180
H 0.516 2.802 -2.836 0.205
H -0.304 1.856 -4.081 0.216
F -3.117 -3.079 -1.107 -0.396
C -1.828 -3.008 -1.587 0.637
F -1.963 -2.279 -2.751 -0.391
F -1.576 -4.279 -2.025 -0.383
```

Calculated values
E in Eh: -2807.38897
Spin multiplicity: 1
E_HOMO in eV: -1.91
Charge: -2
LUMO level in eV: 4.119